{
  "formula": "C5H5Cl",
  "method": "the ωB97M-V functional and the def2-TZVPD basis",
  "e_tot_ev": -17783.7207,
  "orbital_gap_ev": 10.63,
  "e_above_lowest_kj_mol": 370.4,
  "smiles": "C#CCl.C#CC",
  "homo_ev": -9.9,
  "species": ["C", "C", "C", "C", "C", "Cl", "H", "H", "H", "H", "H"],
  "positions_angstrom": [[-2.52474, -1.84234, 0.10313], [0.70685, -0.79907, -0.79267], [1.22438, 0.23283, -0.49592], [-2.42303, -0.77731, 0.67434], [1.82242, 1.43362, 0.09312], [-1.97979, 0.70482, 1.22391], [-3.13679, -2.65998, -0.30736], [0.39867, -1.66116, -1.35394], [1.63713, 2.29348, -0.49051], [2.92873, 1.35664, 0.25186], [1.34617, 1.71848, 1.09403]]
}